Entry 1:
Computed, not measured: a cluster of 2 separate species, C5H15N3O in total, with ωB97M-V with the def2-TZVPD basis set.

Last column: natural (NBO) charge in e.
Positions of all 24 atoms, in Å:
C -1.33 -0.51 -0.30  0.10
C 2.76 -0.64 0.37  0.29
C 0.57 0.82 1.90  -0.44
C 0.14 1.43 -0.89  -0.43
C -2.25 -0.01 -1.40  -0.62
N 0.78 -0.12 0.80  -0.41
N 0.02 0.08 -0.39  -0.31
N -1.26 -1.95 -0.39  -0.83
O 2.83 -1.77 0.82  -0.65
H 0.58 -1.06 1.12  0.38
H -1.79 -0.27 0.68  0.16
H -0.66 -2.36 0.32  0.35
H -0.87 -2.21 -1.30  0.36
H 2.59 -0.46 -0.70  0.11
H 3.15 0.23 0.91  0.09
H -0.48 0.93 2.17  0.19
H 1.12 0.45 2.76  0.22
H 0.97 1.80 1.63  0.20
H -0.47 2.17 -0.34  0.17
H 1.19 1.72 -0.81  0.21
H -0.14 1.45 -1.94  0.22
H -3.18 -0.58 -1.34  0.23
H -1.80 -0.19 -2.37  0.21
H -2.48 1.04 -1.29  0.21

Summary:
SMILES: CNN(C)[C@@H](C)N.C=O
HOMO-LUMO gap: 9.2 eV
calculated total energy: -11943.708 eV
energy above the lowest of the compared OMol25 structures with the same formula, charge and spin: 70.2 kcal per mole

---

Entry 2:
Computed, not measured: a structure of composition C11H24CaO9 in a non-equilibrium geometry, with ωB97M-V with the def2-TZVPD basis set.

Last column: natural (NBO) charge in e.
Positions of all 45 atoms, in Å:
Ca 0.72 -0.45 0.20  1.78
C 2.84 0.69 1.74  0.92
O 1.65 1.23 1.57  -1.04
O 3.05 -0.39 1.08  -0.91
O 3.68 1.22 2.53  -0.88
C 0.92 -2.55 -1.55  0.92
O 1.82 -2.32 -0.65  -0.91
O 0.05 -1.57 -1.72  -1.04
O 0.86 -3.68 -2.13  -0.87
C -1.91 1.62 2.06  -0.65
C -1.95 1.67 0.54  0.11
C -1.03 2.75 -0.02  -0.66
O -1.52 0.40 0.07  -0.77
H -2.14 0.62 2.44  0.21
H -2.55 2.38 2.50  0.19
H -0.88 1.85 2.36  0.26
H -2.97 1.90 0.20  0.14
H -1.03 2.65 -1.11  0.19
H -0.01 2.64 0.36  0.28
H -1.37 3.75 0.26  0.19
H -1.65 0.27 -0.88  0.50
C 1.29 2.95 -2.83  -0.64
C 1.06 1.45 -2.65  0.10
C 1.64 0.65 -3.80  -0.63
O 1.64 0.98 -1.44  -0.73
H 1.29 3.55 -1.92  0.22
H 0.53 3.35 -3.51  0.19
H 2.23 3.15 -3.36  0.19
H -0.01 1.28 -2.60  0.17
H 1.47 -0.42 -3.62  0.28
H 2.72 0.79 -3.85  0.19
H 1.23 0.93 -4.78  0.18
H 2.50 1.38 -1.31  0.50
C -1.57 -2.97 0.84  -0.65
C -1.22 -2.35 2.18  0.10
C -1.28 -3.39 3.29  -0.64
O 0.08 -1.75 2.13  -0.74
H -2.55 -3.46 0.90  0.18
H -0.84 -3.75 0.61  0.24
H -1.56 -2.30 -0.02  0.26
H -1.93 -1.56 2.43  0.15
H -0.51 -4.15 3.15  0.21
H -2.24 -3.92 3.28  0.20
H -1.16 -2.91 4.26  0.20
H 0.63 -2.20 2.78  0.49

Summary:
HOMO-LUMO gap: 4.7 eV
calculated total energy: -48666.917 eV
total charge: -2
energy above the lowest of the compared OMol25 structures with the same formula, charge and spin: 7.7 kcal per mole

---

Entry 3:
Computed, not measured: an isolated molecule of C4H4N2O, with ωB97M-V with the def2-TZVPD basis set.

Last column: natural (NBO) charge in e.
Positions of all 11 atoms, in Å:
O -0.88 2.52 0.23  -0.56
C -0.42 1.44 -0.07  0.60
C -1.24 0.23 -0.25  -0.35
C -0.68 -0.95 0.09  0.02
N 0.68 -1.00 0.33  -0.57
C 1.44 0.08 -0.05  0.29
N 0.97 1.25 -0.26  -0.49
H -2.27 0.33 -0.55  0.24
H -1.22 -1.89 0.19  0.22
H 1.13 -1.87 0.56  0.41
H 2.49 -0.13 -0.22  0.19

Summary:
SMILES: O=c1cc[nH]cn1
HOMO-LUMO gap: 9.8 eV
calculated total energy: -9240.171 eV
energy above the lowest of the compared OMol25 structures with the same formula, charge and spin: 7.3 kcal per mole

---

Entry 4:
Computed, not measured: a structure of composition C37H59BN10OPSSr in a non-equilibrium geometry, with ωB97M-V with the def2-TZVPD basis set.

Last column: Löwdin spin population.
Positions of all 111 atoms, in Å:
Sr 0.31 0.63 -0.45  0.00
C 4.24 -0.21 -0.11  0.00
C 3.65 -0.13 -1.48  0.00
C 4.26 -0.38 -2.71  0.00
C 3.31 -0.08 -3.66  0.00
N 2.19 0.34 -3.02  0.00
N 2.39 0.30 -1.66  0.00
B 0.87 0.99 -3.52  0.00
N -0.34 0.02 -3.05  0.00
C -0.64 -1.09 -3.71  0.11
C -1.96 -1.47 -3.38  0.23
C -2.41 -0.44 -2.50  0.03
C -3.79 -0.24 -1.97  0.00
N -1.43 0.41 -2.29  0.07
N 0.72 2.41 -2.90  0.00
C 1.00 3.56 -3.54  0.00
C 0.90 4.60 -2.64  0.00
C 0.55 3.99 -1.43  0.00
C 0.33 4.63 -0.09  0.00
N 0.45 2.67 -1.58  0.00
N 0.76 1.10 -5.02  0.00
C -0.37 1.46 -5.68  0.00
C -0.06 1.56 -7.01  0.00
C 1.31 1.24 -7.09  0.00
C 2.18 1.19 -8.31  0.00
N 1.81 0.97 -5.90  0.00
H 4.56 -1.23 0.12  0.00
H 3.54 0.12 0.65  0.00
H 5.13 0.42 -0.05  0.00
H 5.27 -0.72 -2.89  0.00
H 3.34 -0.08 -4.73  0.00
H 0.06 -1.53 -4.41  0.00
H -2.52 -2.31 -3.76  0.00
H -4.48 -0.16 -2.81  0.00
H -3.85 0.67 -1.39  0.00
H -4.12 -1.09 -1.37  0.00
H 1.26 3.57 -4.59  0.00
H 1.06 5.65 -2.83  0.00
H 0.12 5.69 -0.20  0.00
H 1.21 4.53 0.55  0.00
H -0.52 4.17 0.43  0.00
H -1.29 1.64 -5.15  0.00
H -0.73 1.83 -7.82  0.00
H 1.63 1.54 -9.19  0.00
H 2.52 0.18 -8.51  0.00
H 3.06 1.82 -8.19  0.00
S -0.36 -2.72 -1.47  0.44
C -0.15 -4.41 -1.77  0.06
N 0.06 -5.31 -0.83  0.02
C 0.20 -6.67 -1.38  0.00
C 0.02 -6.44 -2.90  0.00
N -0.16 -4.97 -2.97  0.01
H 0.05 -5.09 0.15  0.00
H -0.58 -7.32 -0.97  0.00
H 1.17 -7.08 -1.13  0.00
H -0.85 -6.95 -3.30  0.00
H 0.90 -6.73 -3.46  0.00
H -0.31 -4.46 -3.82  0.00
O 0.31 0.75 1.84  0.00
P -0.49 0.21 3.03  0.00
C 0.28 -1.15 3.98  0.00
C 0.30 -2.51 3.25  0.00
C 1.36 -2.57 2.15  0.00
C 2.75 -2.29 2.72  0.00
C 2.77 -0.94 3.43  0.00
C 1.71 -0.89 4.52  0.00
C -1.96 -0.58 2.30  0.00
C -2.92 -1.33 3.26  0.00
C -4.13 -0.51 3.72  0.00
C -4.87 0.08 2.53  0.00
C -3.94 1.02 1.77  0.00
C -2.71 0.28 1.25  0.00
C -1.01 1.52 4.17  0.00
C -0.02 1.91 5.29  0.00
C 1.22 2.66 4.78  0.00
C 0.89 3.60 3.61  0.00
C -0.57 4.01 3.66  0.00
C -1.47 2.80 3.39  0.00
H -0.40 -1.23 4.84  0.00
H -0.69 -2.77 2.86  0.00
H 0.54 -3.26 4.00  0.00
H 1.14 -1.83 1.37  0.00
H 1.35 -3.56 1.67  0.00
H 3.50 -2.34 1.94  0.00
H 2.99 -3.07 3.45  0.00
H 2.60 -0.13 2.71  0.00
H 3.75 -0.76 3.87  0.00
H 1.77 0.04 5.07  0.00
H 1.91 -1.68 5.24  0.00
H -1.44 -1.35 1.72  0.00
H -2.38 -1.72 4.12  0.00
H -3.30 -2.21 2.72  0.00
H -3.82 0.30 4.38  0.00
H -4.78 -1.15 4.31  0.00
H -5.76 0.61 2.86  0.00
H -5.20 -0.73 1.86  0.00
H -3.65 1.83 2.43  0.00
H -4.46 1.48 0.92  0.00
H -2.02 0.99 0.79  0.00
H -3.04 -0.41 0.47  0.00
H -1.88 1.06 4.65  0.00
H 0.24 1.05 5.90  0.00
H -0.58 2.57 5.96  0.00
H 2.00 1.97 4.48  0.00
H 1.63 3.24 5.62  0.00
H 1.07 3.08 2.66  0.00
H 1.55 4.47 3.62  0.00
H -0.80 4.79 2.93  0.00
H -0.80 4.44 4.64  0.00
H -1.46 2.61 2.32  0.00
H -2.50 3.03 3.67  0.00

Summary:
2S+1: 2
HOMO-LUMO gap (spin up / spin down): 8.7 / 4.9 eV
calculated total energy: -77905.554 eV
<S²>: 0.76
total charge: +2
energy above the lowest of the compared OMol25 structures with the same formula, charge and spin: 8.1 kcal per mole

---

Entry 5:
Computed, not measured: a structure of composition C22H30InN2O11 in a non-equilibrium geometry, with ωB97M-V with the def2-TZVPD basis set.

Last column: natural (NBO) charge in e.
Positions of all 66 atoms, in Å:
In 0.04 -0.76 -0.37  1.57
C 2.44 3.03 -1.88  -0.51
C 2.00 1.70 -1.53  0.49
C 3.12 0.61 -1.34  0.36
O 2.76 -0.50 -0.91  -0.69
C 4.44 0.88 -1.70  -0.48
C 4.79 2.17 -2.12  0.41
C 3.79 3.30 -2.11  0.41
O 4.14 4.50 -2.14  -0.58
O 5.96 2.30 -2.56  -0.60
O 0.83 1.26 -1.51  -0.77
H 1.73 3.84 -1.90  0.21
H 5.17 0.11 -1.86  0.22
C -3.64 -3.23 1.98  -0.48
C -2.46 -2.68 1.47  0.39
C -1.06 -3.29 1.94  0.40
O -0.01 -2.70 1.71  -0.61
C -1.08 -4.49 2.71  -0.45
C -2.27 -5.07 3.09  0.40
C -3.61 -4.40 2.73  0.42
O -4.70 -5.01 2.85  -0.58
O -2.17 -6.14 3.76  -0.59
O -2.48 -1.66 0.76  -0.65
H -4.58 -2.78 1.69  0.22
H -0.15 -4.87 3.11  0.22
C 2.66 0.37 4.03  -0.64
C 1.58 -0.14 3.02  -0.09
C 0.22 0.47 3.35  -0.06
O -0.67 0.31 2.24  -0.56
C -1.97 0.77 2.52  -0.25
N 1.99 0.39 1.66  -0.82
H 3.66 -0.05 3.88  0.22
H 2.32 0.03 5.01  0.21
H 2.69 1.44 4.20  0.21
H 1.50 -1.21 2.90  0.24
H 0.24 1.54 3.60  0.17
H -0.32 -0.05 4.15  0.19
H -2.45 0.04 3.18  0.18
H -2.64 0.86 1.67  0.21
H -1.96 1.76 2.98  0.16
H 2.86 -0.13 1.58  0.37
H 2.40 1.30 1.84  0.36
C -0.68 2.93 0.19  -0.24
O -1.40 1.76 -0.25  -0.57
C -2.46 2.02 -1.16  -0.07
C -3.05 0.74 -1.71  -0.26
N -2.08 -0.13 -2.40  -0.61
C -1.66 0.38 -3.70  -0.24
C -0.46 -0.44 -4.29  -0.06
O 0.38 -1.03 -3.31  -0.55
C 1.69 -1.34 -3.90  -0.28
H -1.32 3.44 0.91  0.17
H -0.40 3.60 -0.62  0.19
H 0.21 2.47 0.64  0.22
H -2.07 2.68 -1.93  0.18
H -3.20 2.56 -0.56  0.18
H -3.99 0.81 -2.26  0.19
H -3.38 0.16 -0.84  0.24
H -2.64 -0.96 -2.59  0.38
H -1.40 1.43 -3.72  0.21
H -2.54 0.32 -4.36  0.17
H 0.05 0.22 -5.00  0.18
H -0.84 -1.15 -5.03  0.16
H 2.31 -1.55 -3.03  0.22
H 2.12 -0.46 -4.37  0.20
H 1.75 -2.30 -4.42  0.18

Summary:
HOMO-LUMO gap: 3.8 eV
calculated total energy: -53971.383 eV
total charge: -1
energy above the lowest of the compared OMol25 structures with the same formula, charge and spin: 31.6 kcal per mole